This record from the OMol25 dataset describes a 14-piece molecular cluster, C72H167N5O14 overall in a non-equilibrium geometry. The level of theory is ωB97M-V with the def2-TZVPD basis set.

## Properties
Kohn-Sham gap   8.08 eV
Molar mass   1327.1 g mol⁻¹
Charge   0
LUMO   0.43 eV
Energy above the lowest of the compared OMol25 structures with the same formula, charge and spin   39.8 kcal/mol
E   -113481.6036 eV
HOMO energy   -0.28088 hartree

Each line ends with the Löwdin charge.
Atoms and positions in Å:
C -6.01145 -0.23936 -0.80338  -0.05
C -7.25246 -1.11382 -0.68733  -0.47
C -8.52471 -0.31081 -0.84325  -0.06
O -7.21448 -2.06914 -1.76436  -0.07
H -5.96598 0.28687 -1.75994  0.07
H -5.06756 -0.78018 -0.72301  0.06
H -6.12142 0.48681 0.00528  0.07
H -7.20572 -1.64107 0.27174  0.13
H -9.38937 -0.87963 -0.48282  0.08
H -8.78821 -0.01040 -1.85757  0.08
H -8.53287 0.61405 -0.25710  0.08
H -7.96473 -2.66038 -1.63526  0.09
C -4.51173 3.99863 -1.95251  -0.05
C -3.41269 3.26304 -2.67385  -0.46
C -3.77560 1.81507 -2.93677  -0.05
O -3.15611 3.89238 -3.94512  -0.05
H -4.29436 5.02224 -1.63985  0.06
H -4.76533 3.48489 -1.01517  0.08
H -5.48880 4.04127 -2.44439  0.09
H -2.50751 3.26270 -2.06278  0.11
H -4.71331 1.75842 -3.50040  0.09
H -3.85482 1.16254 -2.06294  0.06
H -3.05712 1.30023 -3.57474  0.07
H -3.98261 3.90414 -4.43797  0.10
C 3.61538 3.65851 3.40610  -0.05
C 3.29707 4.66324 2.29044  -0.50
C 3.17714 6.06630 2.87800  -0.07
O 4.41425 4.76138 1.43415  -0.07
H 4.59072 3.87462 3.83200  0.09
H 3.67317 2.70540 2.86424  0.06
H 2.80948 3.53252 4.12916  0.08
H 2.37244 4.43863 1.74656  0.11
H 3.09411 6.80386 2.07246  0.07
H 4.07232 6.36490 3.42380  0.08
H 2.28821 6.21813 3.49576  0.08
H 4.61538 3.92242 0.97385  0.04
C -3.94628 -3.56877 -3.15725  -0.05
C -3.72554 -2.08765 -3.37418  -0.47
C -2.26736 -1.70866 -3.27735  -0.05
O -4.12287 -1.72516 -4.72382  -0.06
H -3.58910 -4.09816 -4.04174  0.09
H -4.98757 -3.84682 -2.98441  0.07
H -3.38967 -3.91313 -2.28050  0.07
H -4.33983 -1.49247 -2.68857  0.11
H -1.66214 -2.39885 -3.87095  0.09
H -1.88832 -1.75844 -2.25316  0.06
H -2.08558 -0.70891 -3.66470  0.05
H -5.08382 -1.64921 -4.68560  0.08
C 1.55540 -4.14057 5.43108  -0.04
C 1.17158 -5.61811 5.45058  -0.46
C 0.28620 -5.89909 6.65629  -0.06
O 0.47654 -5.98346 4.25589  -0.06
H 2.05280 -3.81319 4.51159  0.05
H 2.29365 -3.90352 6.19789  0.09
H 0.67792 -3.49630 5.49383  0.08
H 2.08270 -6.19920 5.61124  0.13
H -0.35312 -5.07461 6.97397  0.08
H 0.86179 -6.19867 7.53681  0.08
H -0.37667 -6.74889 6.47467  0.08
H 0.58912 -6.92896 4.11619  0.11
C 5.83158 0.29711 -0.66596  -0.04
C 5.50758 1.78606 -0.77964  -0.44
C 4.10929 1.95288 -1.36167  -0.04
O 5.47297 2.41256 0.50571  -0.06
H 5.11295 -0.17993 0.00198  0.05
H 6.83415 0.17168 -0.25408  0.08
H 5.71450 -0.13978 -1.65688  0.09
H 6.25432 2.26899 -1.41613  0.14
H 3.33877 1.61744 -0.66320  0.07
H 3.99426 1.42750 -2.30817  0.05
H 3.85785 2.99928 -1.56063  0.08
H 6.35007 2.33034 0.89889  0.11
C 1.04416 -5.18680 -0.35672  -0.04
C 1.39713 -5.05117 -1.85707  -0.47
C 0.88555 -3.74350 -2.42019  -0.05
O 2.79050 -5.21239 -2.04836  -0.06
H 1.05979 -4.25312 0.20359  0.05
H 1.72822 -5.88132 0.13944  0.07
H 0.09186 -5.71909 -0.27029  0.07
H 0.94238 -5.92691 -2.32289  0.14
H 1.42761 -2.89994 -1.98730  0.07
H -0.16738 -3.56116 -2.21118  0.06
H 1.04688 -3.79775 -3.49884  0.09
H 3.27200 -4.44150 -1.73152  0.06
C -4.81988 2.78673 3.40857  -0.05
C -5.39675 1.67022 2.52585  -0.49
C -5.66055 0.45901 3.40126  -0.07
O -6.66781 2.11958 2.06712  -0.05
H -5.51623 2.93343 4.23292  0.09
H -4.71015 3.70339 2.82301  0.06
H -3.83883 2.50783 3.79593  0.08
H -4.65323 1.33206 1.79706  0.10
H -6.33384 0.63887 4.24652  0.09
H -4.72310 0.12299 3.84855  0.07
H -6.20795 -0.33824 2.89026  0.08
H -6.62559 3.07351 1.95018  0.08
C -1.67491 5.24105 2.89719  -0.05
C -2.47024 6.50633 2.67173  -0.45
C -3.23469 6.49461 1.32388  -0.06
O -3.45993 6.57569 3.72404  -0.07
H -2.22611 4.33885 2.62041  0.06
H -1.57077 5.06835 3.97150  0.09
H -0.71026 5.34511 2.39905  0.07
H -1.86884 7.41707 2.74808  0.13
H -2.53230 6.29802 0.51433  0.05
H -3.70797 7.46772 1.16288  0.08
H -4.05602 5.77531 1.32572  0.07
H -4.27964 6.85075 3.30622  0.07
C 2.29672 -0.89815 0.37896  -0.02
C 1.16386 -0.85212 1.43725  -0.45
C 1.43364 0.40444 2.31487  -0.11
C 0.89995 1.75012 1.80380  -0.17
C -0.56485 1.53336 1.47658  -0.15
C -0.89075 0.39738 0.49609  -0.48
N -0.18784 -0.84123 0.87854  -0.07
O -0.37753 -1.86847 -0.07199  -0.02
C -2.37624 0.10624 0.65378  -0.03
C -0.53286 0.90454 -0.89414  -0.01
C 1.35253 -2.08330 2.32978  -0.04
H 3.28155 -0.58786 0.72736  0.06
H 2.05846 -0.22112 -0.44860  0.06
H 2.38855 -1.87834 -0.09600  0.06
H 1.17549 0.13559 3.34104  0.12
H 2.50202 0.64429 2.36004  0.10
H 1.38061 2.00732 0.85315  0.09
H 1.04562 2.58646 2.48377  0.10
H -1.02193 2.46550 1.13034  0.10
H -1.08373 1.31700 2.42105  0.12
H -2.65724 -0.58337 -0.15141  0.07
H -2.66392 -0.32476 1.60905  0.07
H -3.02260 0.96854 0.45960  0.07
H -1.11700 1.77360 -1.20538  0.06
H 0.52328 1.14581 -0.97667  0.06
H -0.83312 0.15549 -1.63313  0.07
H 1.06294 -3.05405 1.92096  0.07
H 0.78770 -2.07785 3.26587  0.07
H 2.42080 -2.11709 2.55822  0.07
H -0.93518 -2.47154 0.43799  0.08
C -4.93479 -6.44091 2.85644  -0.02
C -3.58327 -5.99981 2.21449  -0.50
C -3.87870 -5.40209 0.81076  -0.13
C -4.54565 -4.04512 0.79229  -0.17
C -3.61533 -3.11285 1.57660  -0.15
C -3.27944 -3.57803 2.98556  -0.49
N -2.85753 -4.97452 2.97563  -0.10
O -2.28511 -5.46497 4.15212  -0.03
C -2.10388 -2.69960 3.39279  -0.03
C -4.48237 -3.26331 3.87666  -0.02
C -2.72528 -7.23956 2.01503  -0.04
H -4.77016 -6.68251 3.90726  0.08
H -5.33097 -7.33501 2.37316  0.08
H -5.67823 -5.65290 2.74294  0.06
H -2.88925 -5.23246 0.36801  0.11
H -4.30982 -6.22383 0.23378  0.12
H -5.53668 -3.94677 1.24804  0.10
H -4.69285 -3.58689 -0.19030  0.10
H -4.14609 -2.15472 1.54989  0.11
H -2.72834 -2.91825 0.96583  0.10
H -1.92985 -2.93211 4.45540  0.09
H -1.16290 -2.89247 2.88564  0.06
H -2.27854 -1.62427 3.45178  0.08
H -4.53816 -2.19071 4.07712  0.06
H -5.48223 -3.57793 3.57220  0.07
H -4.40706 -3.71477 4.87281  0.09
H -1.81841 -6.97456 1.46885  0.08
H -3.29159 -8.06555 1.59252  0.08
H -2.42137 -7.57777 3.00999  0.08
H -1.32670 -5.52396 3.96711  0.07
C -2.49027 7.66942 -2.75389  -0.03
C -1.00313 7.67138 -2.41880  -0.49
C -0.75649 8.46593 -1.12469  -0.13
C 0.49229 8.05844 -0.34488  -0.16
C 0.42144 6.56673 -0.09280  -0.14
C 0.46373 5.73679 -1.38567  -0.51
N -0.52729 6.29935 -2.27862  -0.11
O -0.78643 5.52684 -3.42257  0.00
C 1.86495 5.75638 -1.96327  -0.02
C 0.06429 4.30167 -1.00594  -0.02
C -0.20533 8.33216 -3.59138  -0.02
H -3.04877 7.13498 -1.98059  0.07
H -2.73905 7.21062 -3.71037  0.08
H -2.86307 8.69619 -2.80050  0.09
H -0.58138 9.51757 -1.38101  0.11
H -1.64852 8.53223 -0.49787  0.11
H 0.47591 8.59231 0.60871  0.11
H 1.44419 8.29738 -0.82135  0.11
H -0.52890 6.33276 0.39984  0.08
H 1.18213 6.27387 0.63644  0.11
H 2.62910 5.31650 -1.31301  0.08
H 1.91933 5.22534 -2.91718  0.08
H 2.23471 6.77009 -2.13560  0.07
H 0.70937 3.93265 -0.20940  0.07
H -0.95974 4.33305 -0.61776  0.08
H 0.02941 3.65702 -1.88428  0.07
H -0.60189 8.03731 -4.56313  0.08
H 0.86832 8.19958 -3.50319  0.08
H -0.45251 9.40162 -3.58543  0.08
H -1.61589 5.07024 -3.20605  0.06
C 1.79772 0.29763 -3.55169  -0.01
C 1.38492 0.96556 -4.87260  -0.51
C 2.19940 2.23198 -5.19566  -0.14
C 3.64614 1.89418 -5.50107  -0.17
C 3.66159 0.99743 -6.73982  -0.13
C 2.73415 -0.23992 -6.70187  -0.49
N 1.45264 0.10598 -6.04098  -0.12
O 0.56307 -0.99270 -6.02664  -0.01
C 2.35234 -0.62528 -8.14748  -0.03
C 3.47922 -1.39387 -6.00964  -0.03
C -0.06666 1.45201 -4.72662  -0.03
H 2.70473 -0.28539 -3.70428  0.07
H 0.94636 -0.33436 -3.29546  0.08
H 1.97775 1.03046 -2.76500  0.05
H 1.69449 2.69482 -6.04566  0.12
H 2.13309 2.86745 -4.30750  0.11
H 4.00781 1.41198 -4.58967  0.09
H 4.16960 2.84400 -5.61753  0.11
H 4.68625 0.60779 -6.73549  0.12
H 3.54316 1.54244 -7.67617  0.12
H 3.21177 -0.49487 -8.80641  0.08
H 1.91117 -1.61717 -8.18285  0.08
H 1.63134 0.12467 -8.47996  0.09
H 2.77180 -2.17170 -5.70890  0.08
H 4.13752 -1.92496 -6.70138  0.08
H 4.04333 -1.05435 -5.14230  0.07
H -0.35392 2.01267 -5.62279  0.09
H -0.26492 2.11658 -3.88447  0.08
H -0.78309 0.63098 -4.70488  0.06
H -0.10315 -0.71739 -6.66626  0.11
C 4.63934 -4.30920 0.57098  -0.02
C 5.13823 -4.93072 1.91365  -0.49
C 6.28821 -5.91659 1.62773  -0.13
C 7.59309 -5.17882 1.34940  -0.18
C 7.86497 -4.31134 2.57048  -0.14
C 6.81578 -3.23286 2.82510  -0.52
N 5.54521 -3.92474 2.90067  -0.09
O 4.45946 -3.15521 3.38764  -0.02
C 7.18877 -2.52413 4.13578  -0.03
C 6.86792 -2.18216 1.68905  -0.03
C 3.96059 -5.74996 2.42147  -0.04
H 4.06152 -3.40487 0.76564  0.08
H 5.48540 -4.06629 -0.07766  0.07
H 4.06364 -5.04284 0.01124  0.06
H 6.43454 -6.49975 2.54190  0.12
H 6.02321 -6.57695 0.80186  0.13
H 8.44189 -5.85273 1.21406  0.11
H 7.51899 -4.62452 0.41163  0.10
H 8.88307 -3.92117 2.61075  0.13
H 7.76470 -4.96808 3.44313  0.12
H 6.43245 -1.77848 4.39781  0.08
H 8.07509 -1.92891 3.91743  0.08
H 7.29238 -3.16744 5.00835  0.09
H 7.71796 -1.50134 1.71370  0.08
H 5.96599 -1.56075 1.65382  0.07
H 6.81989 -2.68870 0.72490  0.06
H 3.05528 -5.15167 2.52504  0.07
H 3.77997 -6.63766 1.81790  0.09
H 4.23386 -6.14726 3.41013  0.09
H 4.20802 -3.66133 4.16844  0.09